{
  "formula": "C23H22ClN5O4S2",
  "method": "ωB97M-V/def2-TZVPD",
  "energy_ev": -74041.42595,
  "lumo_ev": 0.3,
  "smiles": "Cc1cc2nnc(SCC(=O)Nc3cc(S(=O)(=O)N4CCOCC4)ccc3Cl)n2c2ccccc12",
  "gap_ev": 8.25,
  "relative_energy_kj_mol": 0.0,
  "homo_ha": -0.29325,
  "molar_mass_da": 532.047,
  "elements": ["C", "C", "C", "C", "N", "N", "C", "S", "C", "C", "O", "N", "C", "C", "C", "S", "O", "O", "N", "C", "C", "O", "C", "C", "C", "C", "C", "Cl", "N", "C", "C", "C", "C", "C", "C", "H", "H", "H", "H", "H", "H", "H", "H", "H", "H", "H", "H", "H", "H", "H", "H", "H", "H", "H", "H", "H", "H"],
  "coordinates": [[-0.2707, -0.6568, -3.6618], [0.7925, -0.8546, -2.6329], [1.9409, -0.1345, -2.6793], [2.9132, -0.2956, -1.6708], [4.0400, 0.3615, -1.4916], [4.5983, -0.0891, -0.3739], [3.8307, -1.0155, 0.1434], [4.1875, -1.7346, 1.6985], [4.3251, -0.1861, 2.6878], [2.9818, 0.4841, 2.5126], [2.0084, 0.1910, 3.1642], [2.9672, 1.3803, 1.4728], [1.8779, 1.6935, 0.6716], [0.6719, 1.0001, 0.7439], [-0.3274, 1.2551, -0.1699], [-1.8505, 0.3189, -0.0418], [-1.5760, -0.8583, 0.7227], [-2.3919, 0.1900, -1.3655], [-2.7523, 1.4402, 0.8470], [-3.9685, 1.8838, 0.2004], [-5.0809, 0.8267, 0.4040], [-4.5278, -0.3540, 0.9300], [-3.9955, -0.1578, 2.2191], [-2.9817, 1.0113, 2.2106], [-0.1780, 2.2083, -1.1582], [1.0067, 2.9214, -1.2327], [2.0234, 2.6658, -0.3284], [3.5104, 3.5274, -0.4579], [2.7199, -1.2039, -0.6446], [1.5865, -1.9945, -0.5759], [1.4081, -2.9364, 0.4355], [0.2518, -3.6810, 0.4863], [-0.7369, -3.5055, -0.4743], [-0.5634, -2.5920, -1.4855], [0.5981, -1.8119, -1.5705], [-0.4616, -1.5817, -4.2039], [-1.1949, -0.3468, -3.1747], [0.0314, 0.1073, -4.3733], [2.1466, 0.5870, -3.4522], [5.1714, 0.3878, 2.3180], [4.4764, -0.5187, 3.7120], [3.8568, 1.6943, 1.0947], [0.5194, 0.2356, 1.4882], [-3.7372, 2.0025, -0.8563], [-4.2501, 2.8526, 0.6230], [-5.8613, 1.2081, 1.0809], [-5.5336, 0.5442, -0.5465], [-4.8093, 0.0401, 2.9342], [-3.5023, -1.0965, 2.4693], [-2.0240, 0.6986, 2.6222], [-3.3522, 1.8718, 2.7744], [-0.9741, 2.3689, -1.8656], [1.1534, 3.6686, -1.9964], [2.1749, -3.0783, 1.1791], [0.1180, -4.4004, 1.2793], [-1.6456, -4.0844, -0.4235], [-1.3410, -2.4583, -2.2179]],
  "forces_ev_per_angstrom": [[-0.036, 0.022, 0.024], [0.553, 0.455, -0.300], [-0.607, -0.333, -0.181], [0.215, -0.265, 0.486], [-0.421, 0.474, -0.977], [0.423, -0.581, 0.592], [0.347, -0.292, 0.364], [0.267, 0.051, 0.162], [-0.181, -0.342, -0.283], [0.276, 0.318, 0.115], [-0.221, -0.152, 0.133], [0.305, 0.423, 0.059], [-0.307, 0.181, -0.219], [-0.032, -0.167, 0.129], [-0.184, -0.282, -0.022], [0.743, 0.826, -0.031], [-0.081, 0.224, 0.435], [-0.261, 0.292, 0.029], [0.463, -0.557, -0.534], [-0.270, -0.003, -0.350], [-0.238, 0.131, 0.007], [-0.064, -0.174, -0.134], [-0.084, -0.082, 0.338], [0.027, -0.243, 0.354], [-0.075, 0.065, -0.093], [-0.103, -0.109, 0.114], [-0.214, -0.158, 0.158], [0.128, 0.175, -0.023], [0.655, 0.814, -0.438], [-0.764, -0.455, -0.021], [0.075, -0.022, 0.040], [0.002, 0.061, -0.095], [-0.023, -0.096, -0.071], [0.192, -0.092, 0.016], [0.190, -0.252, 0.396], [-0.058, -0.063, -0.077], [-0.051, -0.010, -0.116], [0.001, 0.029, -0.061], [-0.031, 0.098, -0.117], [-0.017, 0.027, 0.057], [-0.050, 0.086, -0.004], [-0.164, -0.311, 0.128], [0.106, -0.044, 0.087], [-0.218, 0.159, 0.033], [0.072, -0.067, -0.043], [0.031, -0.043, -0.104], [-0.036, 0.110, 0.069], [0.099, -0.050, -0.057], [-0.057, 0.115, 0.091], [-0.096, 0.051, 0.254], [0.098, -0.029, -0.074], [-0.079, 0.101, -0.165], [0.038, 0.058, -0.067], [-0.066, -0.007, 0.016], [-0.003, -0.072, 0.074], [-0.107, -0.041, -0.001], [-0.104, 0.043, -0.099]]
}

=====

{
  "formula": "C23H22F5N5O2PtSe",
  "method": "ωB97M-V/def2-TZVPD",
  "energy_ev": -117929.25742,
  "lumo_ev": 4.4,
  "total_charge": -2,
  "gap_ev": 5.28,
  "relative_energy_kj_mol": 0.0,
  "homo_ha": -0.03256,
  "molar_mass_da": 769.490,
  "elements": ["Pt", "C", "C", "C", "C", "C", "H", "H", "H", "H", "H", "H", "H", "H", "H", "H", "F", "C", "C", "F", "C", "F", "C", "Se", "C", "F", "C", "F", "O", "C", "O", "H", "C", "C", "N", "C", "C", "N", "C", "N", "N", "N", "C", "C", "C", "C", "C", "C", "H", "H", "H", "H", "H", "H", "H", "H", "H", "H", "H"],
  "coordinates": [[1.7951, -0.2028, -0.2544], [4.0891, -1.9882, 1.6946], [4.6346, -1.0463, 0.6209], [5.8603, -1.6891, -0.0397], [5.0589, 0.2677, 1.2845], [3.5550, -0.7253, -0.4169], [4.8065, -2.0997, 2.5162], [3.8849, -2.9754, 1.2740], [3.1492, -1.5979, 2.0847], [6.6269, -1.9464, 0.6991], [6.3052, -1.0089, -0.7706], [5.5745, -2.6049, -0.5635], [5.8933, 0.0972, 1.9747], [4.2213, 0.6972, 1.8359], [5.3689, 0.9996, 0.5346], [4.0050, -0.8000, -1.4239], [-0.9189, -1.7395, 6.9686], [-0.8977, -1.3818, 5.6211], [-1.8441, -0.3673, 5.0956], [-2.4020, -0.7113, 3.8256], [-0.3785, -0.0952, 5.0588], [0.1271, 0.9281, 5.8394], [0.4610, -0.4306, 3.8562], [1.2128, 0.6774, 2.7248], [0.4032, -1.8848, 3.7333], [0.8967, -2.5729, 2.6916], [-0.3165, -2.4083, 4.7340], [-0.6286, -3.7181, 4.8572], [-0.7440, 1.8812, -1.9638], [-0.2261, 2.3128, -0.9215], [0.6843, 1.8179, -0.2189], [-0.6497, 3.2621, -0.5071], [-0.2366, -1.0648, -2.9007], [-0.9072, -0.8999, -1.5914], [-0.3276, -0.7430, -0.4296], [-1.3264, -0.6322, 0.5138], [-2.5328, -0.7114, -0.0914], [-2.2647, -0.8892, -1.4414], [-3.2414, -0.9648, -2.4784], [-3.3230, 0.2333, -3.2979], [-3.3686, 0.1005, -4.6360], [-3.5399, 1.2486, -5.1857], [-3.6039, 2.1908, -4.1780], [-3.7705, 3.5805, -4.2447], [-3.7991, 4.2642, -3.0571], [-3.6539, 3.5922, -1.8167], [-3.4785, 2.2357, -1.7359], [-3.4639, 1.5438, -2.9558], [0.8157, -1.2679, -2.6932], [-0.2989, -0.1289, -3.4567], [-0.6848, -1.8782, -3.4764], [-1.1109, -0.4899, 1.5557], [-3.5360, -0.6842, 0.2935], [-4.2098, -1.1499, -2.0056], [-3.0270, -1.7711, -3.1812], [-3.8578, 4.0828, -5.1986], [-3.9115, 5.3406, -3.0600], [-3.6465, 4.1738, -0.9040], [-3.3024, 1.7420, -0.7918]],
  "forces_ev_per_angstrom": [[0.071, 0.053, -0.834], [-0.039, 0.027, 0.026], [-0.068, -0.066, -0.014], [-0.010, -0.005, 0.018], [-0.027, 0.066, -0.005], [0.041, 0.001, 0.073], [0.032, -0.026, 0.020], [-0.025, -0.010, -0.015], [0.051, 0.008, -0.004], [0.019, -0.006, 0.026], [0.014, 0.019, -0.021], [-0.012, -0.018, -0.012], [0.021, 0.003, 0.028], [-0.002, -0.029, -0.027], [0.023, 0.006, -0.013], [0.001, 0.018, 0.027], [0.029, -0.025, -0.072], [-0.142, -0.022, 0.069], [0.106, -0.107, -0.033], [-0.016, 0.053, 0.089], [0.011, 0.078, -0.185], [-0.044, -0.021, -0.074], [-0.224, -0.274, 0.374], [0.193, 0.196, 0.173], [0.059, -0.103, -0.021], [-0.170, 0.253, 0.312], [0.008, -0.547, -0.119], [0.120, 0.616, -0.058], [0.118, -0.036, -0.227], [-0.227, -0.178, 0.068], [0.269, -0.035, 0.353], [0.064, 0.099, -0.040], [0.126, 0.087, 0.105], [-0.129, -0.013, -0.057], [-0.017, -0.071, 0.155], [0.023, 0.074, -0.022], [0.035, -0.016, -0.045], [0.003, -0.094, -0.015], [-0.050, 0.012, -0.027], [0.088, 0.097, -0.042], [-0.068, -0.036, -0.148], [0.062, -0.021, 0.286], [-0.020, -0.099, -0.174], [0.017, 0.033, -0.019], [0.039, -0.119, 0.113], [-0.096, 0.081, -0.055], [-0.039, 0.004, -0.086], [-0.142, 0.036, 0.164], [-0.045, -0.009, -0.034], [-0.024, 0.016, -0.028], [0.007, -0.010, -0.054], [-0.011, -0.008, 0.082], [-0.048, 0.002, 0.034], [0.068, 0.011, -0.040], [-0.012, 0.045, 0.050], [-0.008, -0.008, -0.021], [-0.007, 0.023, 0.015], [0.005, 0.008, -0.003], [0.000, -0.011, -0.012]]
}

=====

{
  "formula": "C23H22FN3",
  "method": "ωB97M-V/def2-TZVPD",
  "energy_ev": -31392.48547,
  "lumo_ev": -1.1,
  "smiles": "N#C[C@@H](F)N=C(c1ccccc1)c1ccccc1.Cc1cc(C)nc(C)c1",
  "gap_ev": 7.13,
  "relative_energy_kj_mol": 34.4,
  "homo_ha": -0.30254,
  "molar_mass_da": 359.448,
  "elements": ["N", "C", "C", "F", "N", "C", "C", "C", "C", "C", "C", "C", "C", "C", "C", "C", "C", "C", "H", "H", "H", "H", "H", "H", "H", "H", "H", "H", "H", "C", "C", "C", "C", "C", "N", "C", "C", "C", "H", "H", "H", "H", "H", "H", "H", "H", "H", "H", "H"],
  "coordinates": [[-0.1520, 2.5657, -0.5448], [-0.1453, 1.4070, -0.7021], [-0.0699, -0.0561, -0.8555], [-0.5919, -0.6226, 0.2987], [-0.8358, -0.5028, -1.9923], [-1.4800, -1.6427, -1.9368], [-2.9534, -1.5438, -1.8088], [-3.8535, -2.4911, -2.3243], [-5.2304, -2.2652, -2.2209], [-5.7121, -1.1141, -1.5849], [-4.8175, -0.1979, -1.0095], [-3.4486, -0.3992, -1.1632], [-0.7798, -2.9433, -1.7744], [-1.4139, -4.0687, -1.2137], [-0.7235, -5.2719, -1.0625], [0.6474, -5.3267, -1.3384], [1.3296, -4.1516, -1.7048], [0.6025, -3.0044, -2.0316], [0.9743, -0.3651, -0.9461], [-3.4726, -3.3672, -2.8477], [-5.9437, -2.9686, -2.6573], [-6.7782, -0.8894, -1.5623], [-5.1498, 0.6909, -0.4747], [-2.7342, 0.3395, -0.7993], [-2.4515, -4.0141, -0.8872], [-1.2498, -6.1684, -0.7351], [1.1838, -6.2719, -1.2602], [2.4244, -4.1501, -1.7626], [1.0741, -2.1232, -2.4761], [3.6594, 5.6223, 1.2829], [3.1120, 4.2947, 1.7017], [3.7713, 3.0893, 1.4029], [3.3490, 1.9241, 2.0786], [3.6438, 0.5501, 1.5660], [2.5628, 2.0078, 3.1568], [1.6087, 2.9373, 3.0100], [0.2219, 2.5271, 3.3730], [1.9150, 4.1847, 2.4275], [4.5730, 5.4851, 0.7038], [2.9470, 6.1993, 0.6832], [3.9103, 6.2376, 2.1555], [4.5710, 3.0239, 0.6673], [4.6794, 0.4683, 1.2205], [3.4443, -0.1850, 2.3544], [2.9785, 0.3092, 0.7190], [-0.3983, 3.4026, 3.5747], [-0.2360, 1.9739, 2.5368], [0.2341, 1.8583, 4.2386], [1.2041, 5.0062, 2.5251]],
  "forces_ev_per_angstrom": [[-0.021, -2.663, -0.361], [0.040, 2.864, 0.322], [0.656, -1.411, -1.521], [0.215, 0.151, 0.174], [-1.546, 0.273, 1.155], [0.893, 0.638, 0.555], [-0.453, -0.119, -1.029], [-0.303, 0.317, 0.101], [0.045, 0.123, 0.008], [0.390, 0.244, 0.148], [0.229, -0.357, -0.359], [-0.085, -0.045, 0.023], [-0.040, -0.276, 0.677], [0.090, -0.150, -0.140], [0.282, 0.159, -0.282], [-0.123, 0.563, 0.139], [-0.181, -0.162, -0.354], [-0.064, -0.127, 0.282], [0.278, 0.186, 0.536], [-0.154, 0.203, 0.088], [0.302, 0.203, 0.109], [0.213, -0.264, 0.081], [-0.121, -0.249, -0.231], [-0.313, -0.268, -0.052], [0.281, 0.033, -0.156], [0.136, 0.266, -0.005], [-0.067, 0.286, 0.172], [-0.508, -0.060, -0.267], [-0.038, -0.334, 0.239], [0.043, 0.232, -0.279], [0.043, -0.440, 0.508], [-0.646, -0.126, 0.300], [0.921, 1.118, 0.024], [0.751, -0.365, 0.406], [-1.899, -1.665, -1.934], [0.714, 1.404, 0.270], [-0.220, 0.290, 0.808], [-0.077, -0.706, -0.125], [-0.044, 0.088, -0.050], [0.058, -0.126, 0.058], [-0.070, -0.185, -0.076], [-0.195, 0.133, 0.082], [-0.122, -0.156, -0.054], [0.138, 0.141, -0.191], [0.171, 0.284, 0.296], [-0.110, -0.104, 0.034], [0.328, 0.211, 0.145], [-0.050, 0.110, -0.090], [0.235, -0.162, -0.184]]
}

=====

{
  "formula": "C23H22FeO4S",
  "method": "ωB97M-V/def2-TZVPD",
  "energy_ev": -77612.48797,
  "lumo_ev": [0.2, -1.2],
  "spin_multiplicity": 5,
  "gap_ev": [6.81, 7.05],
  "relative_energy_kj_mol": 29.9,
  "homo_ha": [-0.24236, -0.30230],
  "molar_mass_da": 450.337,
  "elements": ["C", "C", "C", "Fe", "C", "O", "C", "O", "C", "C", "C", "C", "C", "H", "H", "H", "H", "H", "H", "H", "H", "H", "H", "H", "C", "C", "C", "C", "S", "C", "C", "C", "C", "C", "C", "C", "O", "O", "C", "C", "H", "H", "H", "H", "H", "H", "H", "H", "H", "H", "H"],
  "coordinates": [[-0.5000, -2.6277, -0.3283], [0.0472, -1.4165, 0.5139], [1.2884, -0.7588, -0.0746], [2.8731, -0.9278, -1.5743], [3.0900, 0.9315, -1.4170], [2.8063, 2.0598, -1.4214], [1.3914, -0.8949, -2.7258], [0.4099, -0.6355, -3.2926], [4.6565, -1.4988, -0.7932], [4.7717, -1.0453, -2.1712], [3.9087, -1.9067, -2.9566], [3.2853, -2.8527, -2.0699], [3.7530, -2.5928, -0.7577], [-1.0093, -3.3906, 0.2696], [-1.2183, -2.2289, -1.1499], [0.3273, -3.2514, -0.8735], [0.0527, -1.6410, 1.5585], [1.0433, 0.2189, -0.6210], [1.9622, -0.4999, 0.7599], [5.2049, -1.0987, 0.0425], [5.4031, -0.2817, -2.5382], [3.8247, -1.8898, -4.0387], [2.6204, -3.6570, -2.3567], [3.4960, -3.1844, 0.1179], [-2.6015, 4.4250, -2.1695], [-3.6623, 4.0852, -1.3289], [-3.6678, 2.8829, -0.6223], [-2.5917, 2.0118, -0.7495], [-2.6221, 0.3773, 0.0698], [-0.9882, 0.1091, 0.9202], [-1.1588, -0.0071, 2.3761], [-0.4095, 0.7114, 3.3261], [-0.6511, 0.4789, 4.6726], [-1.5236, -0.5238, 5.1019], [-2.1007, -1.3346, 4.1479], [-1.9569, -1.0977, 2.8103], [-3.6992, 0.3967, 1.0376], [-2.6164, -0.5371, -1.0632], [-1.5289, 2.3248, -1.6088], [-1.5360, 3.5425, -2.2773], [-2.5847, 5.3658, -2.6981], [-4.4749, 4.7738, -1.2121], [-4.4613, 2.6154, 0.0838], [-0.4755, 1.0361, 0.5887], [0.2634, 1.5110, 2.9886], [-0.1710, 1.0968, 5.3942], [-1.7623, -0.6692, 6.1548], [-2.7098, -2.1867, 4.4495], [-2.4400, -1.7456, 2.0628], [-0.6887, 1.6317, -1.6841], [-0.6688, 3.7962, -2.8726]],
  "forces_ev_per_angstrom": [[-0.198, 0.454, -1.826], [-1.275, 1.738, -1.622], [0.029, 0.909, -0.101], [-5.466, 2.178, 3.964], [-0.917, 6.184, -0.173], [0.998, -3.166, 0.080], [-4.875, 1.421, -3.395], [2.571, -0.933, 1.649], [1.899, -0.621, -0.833], [0.839, -3.198, 0.056], [2.575, -1.275, -0.602], [1.543, -1.317, -0.950], [1.015, -1.183, 0.281], [-0.244, 0.450, 0.090], [1.228, -0.888, 1.443], [-1.042, 1.581, 1.069], [0.947, -0.635, 0.321], [-0.134, -1.074, 1.079], [0.070, 0.192, -0.216], [-0.078, 0.125, 0.039], [0.357, 0.661, -0.257], [-0.153, 0.106, 0.292], [-0.009, 0.258, -0.005], [-0.103, 0.396, -0.198], [-0.189, -0.566, 0.609], [0.306, -0.161, -0.196], [0.124, -0.227, 0.542], [0.453, -0.089, -0.080], [0.331, -0.318, -0.768], [0.056, -0.679, -1.353], [0.022, -0.759, 0.897], [-0.915, 0.057, -0.920], [-0.352, -0.400, 0.213], [0.543, 0.614, -0.015], [-0.893, -0.968, 0.335], [0.508, 0.765, -0.738], [0.300, -0.031, -0.570], [-0.435, 0.272, 0.609], [-0.296, -0.114, 0.691], [0.429, -0.293, -0.139], [-0.060, 0.061, -0.017], [-0.361, 0.180, 0.057], [0.199, 0.200, -0.384], [0.274, -0.830, 0.349], [-0.272, -0.375, 0.230], [0.357, 0.361, 0.493], [0.282, 0.044, -0.229], [0.046, 0.233, 0.065], [0.219, 0.388, 0.452], [-0.194, 0.223, -0.175], [-0.060, 0.049, -0.141]]
}